1.
Molecular formula: C18H25N5O
Method: DFT, ωB97M-V/def2-TZVPD

## Properties
Gap between HOMO and LUMO = 8.067 eV
SMILES = CCOc1ccc2[nH]c3c(NCCN(CC)CC)ncnc3c2c1
Net charge = 0

Each line ends with the Löwdin charge.
Positions of all 49 atoms, in Å:
C: -2.65 6.11 1.78  -0.065
C: -1.52 6.37 0.79  -0.253
O: -0.30 5.77 1.19  -0.062
C: -0.13 4.42 1.03  -0.265
C: 1.08 3.93 1.55  -0.002
C: 1.42 2.60 1.46  -0.010
C: 0.53 1.74 0.84  -0.200
N: 0.62 0.39 0.61  0.130
C: -0.52 -0.02 -0.04  -0.111
C: -0.96 -1.27 -0.51  -0.268
N: -0.25 -2.41 -0.34  0.053
C: -0.63 -3.64 -0.98  -0.186
C: 0.28 -4.76 -0.47  -0.183
N: 1.68 -4.36 -0.58  -0.214
C: 2.21 -4.47 -1.93  -0.241
C: 2.51 -5.89 -2.43  -0.075
C: 2.52 -4.94 0.45  -0.262
C: 3.91 -4.31 0.50  -0.087
N: -2.14 -1.34 -1.11  0.130
C: -2.86 -0.22 -1.24  -0.233
N: -2.55 0.99 -0.85  0.123
C: -1.36 1.09 -0.24  -0.175
C: -0.69 2.22 0.32  -0.090
C: -1.02 3.57 0.41  0.049
H: -3.55 6.64 1.45  0.076
H: -2.87 5.05 1.84  0.067
H: -2.37 6.47 2.77  0.078
H: -1.79 6.05 -0.22  0.116
H: -1.29 7.44 0.76  0.122
H: 1.74 4.64 2.03  0.117
H: 2.36 2.24 1.87  0.109
H: 1.37 -0.20 0.92  0.153
H: 0.74 -2.35 -0.16  0.121
H: -0.57 -3.55 -2.07  0.113
H: -1.68 -3.86 -0.74  0.118
H: 0.06 -5.69 -1.00  0.117
H: 0.06 -4.91 0.59  0.119
H: 1.48 -4.01 -2.60  0.108
H: 3.12 -3.87 -1.98  0.108
H: 1.63 -6.52 -2.36  0.066
H: 3.31 -6.34 -1.86  0.063
H: 2.81 -5.84 -3.47  0.074
H: 2.03 -4.75 1.41  0.114
H: 2.62 -6.03 0.35  0.115
H: 4.42 -4.63 1.41  0.073
H: 4.52 -4.62 -0.35  0.063
H: 3.83 -3.23 0.50  0.073
H: -3.82 -0.34 -1.73  0.101
H: -1.96 3.90 -0.01  0.115

=====

2.
Molecular formula: C18H26BCaClNO5
Method: DFT, ωB97M-V/def2-TZVPD

## Properties
Gap between HOMO and LUMO = 1.828 eV
Net charge = +1

Each line ends with the Löwdin charge.
Positions of all 53 atoms, in Å:
C: 2.13 -1.45 2.80  -0.066
C: 3.37 -1.47 1.79  -0.209
O: 3.02 -1.72 0.43  -0.056
C: 2.25 -0.69 -0.19  -0.336
C: 2.29 0.78 0.41  -0.072
O: 2.05 1.75 -0.65  -0.021
C: 2.18 3.05 -0.14  -0.479
C: 1.51 3.54 1.18  -0.001
O: 2.82 3.85 -0.75  0.137
O: 2.98 -0.47 -1.40  0.021
B: 2.56 -1.40 -2.43  -1.028
Cl: 3.53 -3.03 -2.59  0.514
O: 1.27 -1.85 -1.92  -0.087
C: 0.80 -1.27 -0.69  -0.255
C: -0.26 -0.24 -1.24  -0.069
C: -0.93 0.70 -0.18  -0.125
C: -2.19 1.35 -0.88  -0.192
C: -3.50 0.73 -0.81  -0.069
C: -4.65 1.32 -1.51  -0.093
C: -4.43 2.52 -2.28  -0.085
C: -3.12 3.20 -2.36  -0.046
C: -2.00 2.59 -1.66  -0.011
C: 0.25 -2.58 0.02  0.000
C: -1.22 -2.47 0.52  -0.331
C: -1.42 -2.29 2.07  -0.033
N: -2.23 -2.51 -0.29  0.084
H: 1.17 -1.21 2.27  0.035
H: 2.34 -0.62 3.53  0.085
H: 2.03 -2.44 3.33  0.081
H: 3.98 -2.36 2.12  0.132
H: 4.05 -0.59 1.95  0.122
H: 1.54 0.87 1.24  0.106
H: 3.29 1.05 0.83  0.152
H: 0.76 4.35 0.92  0.100
H: 0.95 2.77 1.75  0.061
H: 2.23 4.04 1.88  0.102
H: 2.51 -0.90 -3.52  0.103
H: -1.03 -0.77 -1.86  0.132
H: 0.30 0.42 -1.97  0.149
H: -1.33 0.20 0.74  0.091
H: -0.31 1.57 0.16  0.088
H: -3.63 -0.22 -0.23  0.053
H: -5.64 0.83 -1.48  0.085
H: -5.30 2.95 -2.83  0.100
H: -2.98 4.12 -2.97  0.109
H: -0.98 3.04 -1.70  0.115
H: 0.26 -3.42 -0.73  0.159
H: 0.87 -2.94 0.88  0.117
H: -1.10 -1.27 2.42  0.095
H: -2.49 -2.48 2.40  0.034
H: -0.79 -3.04 2.63  0.103
H: -3.10 -2.41 0.26  -0.167
Ca: -4.67 -3.48 0.73  1.566

=====

3.
Molecular formula: C18H26CoN6O2SSi
Method: DFT, ωB97M-V/def2-TZVPD

## Properties
Spin multiplicity = 5
Gap between HOMO and LUMO (spin up / spin down) = 7.247 / 7.324 eV
Net charge = +1

Each line ends with the Löwdin charge.
Positions of all 55 atoms, in Å:
Co: -0.23 -0.37 1.65  0.520
N: -2.13 3.60 1.39  0.086
C: -1.52 2.43 1.13  -0.829
S: -1.52 1.26 2.44  0.661
N: -0.94 2.25 0.00  -0.017
N: -0.17 1.10 -0.19  -0.206
C: -0.60 0.32 -1.27  -0.188
C: -1.22 0.89 -2.46  -0.198
C: -0.51 1.75 -3.30  -0.025
C: -1.06 2.14 -4.51  -0.058
C: -2.32 1.71 -4.89  -0.068
C: -3.04 0.88 -4.04  -0.062
C: -2.49 0.47 -2.84  -0.032
C: -0.44 -1.07 -1.20  -0.214
C: -0.59 -1.89 -2.35  0.018
C: -0.53 -3.25 -2.24  -0.031
C: -0.29 -3.81 -0.97  -0.037
C: -0.09 -2.96 0.10  -0.118
N: -0.15 -1.63 0.02  0.028
H: -2.75 3.65 2.18  0.084
H: -2.29 4.23 0.62  0.108
H: 0.48 2.06 -3.04  0.084
H: -0.48 2.77 -5.17  0.111
H: -2.72 2.00 -5.84  0.108
H: -4.03 0.55 -4.33  0.109
H: -3.05 -0.19 -2.19  0.126
H: -0.75 -1.42 -3.31  0.125
H: -0.65 -3.89 -3.10  0.119
H: -0.24 -4.87 -0.83  0.109
H: 0.13 -3.37 1.07  0.106
C: 0.28 -4.02 5.54  -0.030
O: -0.55 -3.34 4.61  0.030
C: -0.13 -2.40 3.79  -0.552
O: -0.90 -1.89 3.01  0.020
N: 1.20 -2.05 3.82  0.043
N: 1.64 -1.01 2.97  0.053
H: -0.38 -4.72 6.04  0.110
H: 0.70 -3.33 6.28  0.103
H: 1.08 -4.57 5.04  0.104
H: 1.80 -2.35 4.57  0.147
H: 2.40 -1.35 2.38  0.120
H: 1.97 -0.22 3.51  0.116
C: 1.51 3.46 -1.18  -0.160
Si: 1.54 1.78 -0.30  0.586
C: 2.53 0.46 -1.25  -0.148
C: 2.09 2.01 1.50  -0.166
H: 1.77 4.27 -0.50  0.032
H: 0.53 3.70 -1.59  0.017
H: 2.23 3.49 -1.99  0.033
H: 3.53 0.81 -1.45  0.036
H: 2.07 0.23 -2.20  0.032
H: 2.61 -0.48 -0.69  0.021
H: 2.54 2.99 1.62  0.034
H: 2.85 1.28 1.77  0.012
H: 1.26 1.94 2.21  -0.011

=====

4.
Molecular formula: C18H26CuN5O3SSeTe
Method: DFT, ωB97M-V/def2-TZVPD

## Properties
Spin multiplicity = 2
Gap between HOMO and LUMO (spin up / spin down) = 7.310 / 7.297 eV
Net charge = -1

Each line ends with the Löwdin charge.
Positions of all 56 atoms, in Å:
Cu: -1.24 -1.84 0.85  0.316
N: -1.33 -3.98 1.64  -0.017
C: -2.78 -4.24 1.59  -0.169
C: -3.58 -3.00 2.00  -0.563
O: -4.61 -3.13 2.68  -0.020
N: -3.04 -1.88 1.56  -0.045
C: -3.51 -0.60 2.05  -0.126
C: -2.33 0.35 2.21  -0.612
O: -2.46 1.45 2.74  0.003
O: -1.20 -0.09 1.75  -0.151
H: -0.81 -4.60 1.02  0.079
H: -0.97 -4.09 2.58  0.087
H: -3.09 -5.07 2.22  0.106
H: -3.04 -4.48 0.56  0.111
H: -4.03 -0.71 3.01  0.121
H: -4.22 -0.13 1.36  0.126
Se: -1.41 -4.24 -3.56  0.406
C: -1.46 -3.32 -2.03  -0.966
N: -1.48 -2.72 -1.03  -0.030
C: 1.45 3.33 0.41  -0.075
C: 0.53 2.17 0.74  -0.237
N: 1.12 0.87 0.41  0.025
C: 1.35 -0.16 1.23  -0.777
S: 1.20 -1.76 0.58  0.664
N: 1.73 -0.04 2.49  0.021
C: 1.90 1.15 3.32  -0.222
C: 0.71 1.40 4.25  -0.068
H: 0.95 4.28 0.61  0.076
H: 1.73 3.31 -0.65  0.066
H: 2.37 3.30 0.99  0.062
H: -0.39 2.23 0.15  0.097
H: 0.18 2.17 1.77  0.088
H: 0.82 0.54 -0.50  0.038
H: 1.77 -0.93 2.97  0.117
H: 2.09 2.00 2.67  0.088
H: 2.81 1.00 3.91  0.113
H: -0.22 1.52 3.69  0.046
H: 0.90 2.28 4.85  0.075
H: 0.58 0.55 4.92  0.079
C: 0.30 -0.80 -3.09  -0.447
Te: -1.37 0.24 -2.24  1.295
C: -0.57 1.94 -3.28  -0.452
C: 0.86 1.59 -3.61  -0.300
C: 1.78 2.57 -4.00  -0.060
C: 3.08 2.24 -4.30  -0.102
C: 3.49 0.91 -4.22  -0.096
C: 2.59 -0.07 -3.84  -0.037
C: 1.27 0.26 -3.52  -0.283
H: -0.03 -1.44 -3.90  0.031
H: 0.72 -1.43 -2.31  0.015
H: -0.62 2.83 -2.64  0.042
H: -1.14 2.14 -4.18  0.046
H: 1.45 3.61 -4.05  0.109
H: 3.79 3.01 -4.60  0.094
H: 4.51 0.64 -4.46  0.096
H: 2.91 -1.10 -3.77  0.118

=====

Please write out number 4 again, unchanged.
Molecular formula: C18H26CuN5O3SSeTe
Method: DFT, ωB97M-V/def2-TZVPD

## Properties
Spin multiplicity = 2
Gap between HOMO and LUMO (spin up / spin down) = 7.310 / 7.297 eV
Net charge = -1

Each line ends with the Löwdin charge.
Positions of all 56 atoms, in Å:
Cu: -1.24 -1.84 0.85  0.316
N: -1.33 -3.98 1.64  -0.017
C: -2.78 -4.24 1.59  -0.169
C: -3.58 -3.00 2.00  -0.563
O: -4.61 -3.13 2.68  -0.020
N: -3.04 -1.88 1.56  -0.045
C: -3.51 -0.60 2.05  -0.126
C: -2.33 0.35 2.21  -0.612
O: -2.46 1.45 2.74  0.003
O: -1.20 -0.09 1.75  -0.151
H: -0.81 -4.60 1.02  0.079
H: -0.97 -4.09 2.58  0.087
H: -3.09 -5.07 2.22  0.106
H: -3.04 -4.48 0.56  0.111
H: -4.03 -0.71 3.01  0.121
H: -4.22 -0.13 1.36  0.126
Se: -1.41 -4.24 -3.56  0.406
C: -1.46 -3.32 -2.03  -0.966
N: -1.48 -2.72 -1.03  -0.030
C: 1.45 3.33 0.41  -0.075
C: 0.53 2.17 0.74  -0.237
N: 1.12 0.87 0.41  0.025
C: 1.35 -0.16 1.23  -0.777
S: 1.20 -1.76 0.58  0.664
N: 1.73 -0.04 2.49  0.021
C: 1.90 1.15 3.32  -0.222
C: 0.71 1.40 4.25  -0.068
H: 0.95 4.28 0.61  0.076
H: 1.73 3.31 -0.65  0.066
H: 2.37 3.30 0.99  0.062
H: -0.39 2.23 0.15  0.097
H: 0.18 2.17 1.77  0.088
H: 0.82 0.54 -0.50  0.038
H: 1.77 -0.93 2.97  0.117
H: 2.09 2.00 2.67  0.088
H: 2.81 1.00 3.91  0.113
H: -0.22 1.52 3.69  0.046
H: 0.90 2.28 4.85  0.075
H: 0.58 0.55 4.92  0.079
C: 0.30 -0.80 -3.09  -0.447
Te: -1.37 0.24 -2.24  1.295
C: -0.57 1.94 -3.28  -0.452
C: 0.86 1.59 -3.61  -0.300
C: 1.78 2.57 -4.00  -0.060
C: 3.08 2.24 -4.30  -0.102
C: 3.49 0.91 -4.22  -0.096
C: 2.59 -0.07 -3.84  -0.037
C: 1.27 0.26 -3.52  -0.283
H: -0.03 -1.44 -3.90  0.031
H: 0.72 -1.43 -2.31  0.015
H: -0.62 2.83 -2.64  0.042
H: -1.14 2.14 -4.18  0.046
H: 1.45 3.61 -4.05  0.109
H: 3.79 3.01 -4.60  0.094
H: 4.51 0.64 -4.46  0.096
H: 2.91 -1.10 -3.77  0.118

=====

> Which of these has the lowest net charge?

C18H26CuN5O3SSeTe